{"formula": "C7H13NSi", "method": "ωB97M-V/def2-TZVPD", "max_force_ev_per_a": 4.53, "spin_multiplicity": 1, "energy_ev": -16831.7611, "gap_ev": [6.9861, 6.9861], "de_lowest_kj_mol": 676.7, "smiles": "C=C[Si](=C=N)CC.C=C", "symbols": ["C", "C", "C", "C", "C", "C", "C", "N", "Si", "H", "H", "H", "H", "H", "H", "H", "H", "H", "H", "H", "H", "H"], "positions_angstrom": [[1.767039, 0.055573, 0.656631], [-0.158458, 1.652545, -1.769857], [-0.755326, 1.223043, -0.685191], [-0.944243, -1.932621, -2.825463], [-0.312704, 1.031481, 3.086803], [0.207801, -1.462273, -2.336158], [-0.731521, -0.167675, 2.320401], [2.958248, -0.207052, 0.511427], [-0.050410, 0.084866, 0.645143], [-0.580791, 2.363275, -2.483798], [0.926066, 1.460067, -1.891700], [-1.777746, 1.607817, -0.636413], [3.435369, -1.118481, 0.255502], [-1.413279, -1.537932, -3.729350], [-1.339293, -2.505144, -2.102325], [-1.089895, 1.876723, 3.050617], [-0.349972, 0.818060, 4.235728], [0.742283, 1.299991, 2.774185], [1.080226, -1.090565, -2.801140], [0.437210, -2.095877, -1.464693], [-1.806838, -0.393514, 2.413618], [-0.243765, -0.962304, 2.776033]], "forces_ev_per_a": [[-0.5, -0.9, -0.7], [2.3, 0.7, -0.7], [-1.2, 0.1, 1.1], [2.0, 3.6, -1.9], [-0.4, 2.1, 3.4], [0.0, -3.4, 0.4], [-1.5, 0.9, -0.4], [0.0, -0.2, 0.5], [1.6, -0.5, -2.0], [-0.2, -0.4, 0.2], [-0.7, 0.0, -0.3], [-0.1, -0.5, 0.6], [-1.3, 1.2, 0.1], [-0.1, -0.6, 0.3], [-2.7, -2.2, 1.6], [1.5, -0.8, -0.6], [0.4, 0.2, -1.8], [-1.4, 0.3, 0.8], [0.3, 1.3, -0.7], [0.5, 1.0, 0.1], [0.3, 0.2, -0.3], [1.0, -1.9, 0.4]]}

{"formula": "C27H43Cl16F10NO5S", "method": "ωB97M-V/def2-TZVPD", "max_force_ev_per_a": 2.13, "spin_multiplicity": 1, "energy_ev": -278793.5682, "gap_ev": 9.9317, "smiles": "CCCN[C@@](CC(=O)F)(OC=O)S(=O)(=O)C(F)(F)C(F)(F)C(F)(F)C(F)(F)F.ClCCCl.ClCCCl.ClCCCl.ClCCCl.ClCCCl.ClCCCl.ClCCCl.ClCCCl", "symbols": ["C", "C", "C", "N", "C", "C", "C", "O", "F", "O", "C", "O", "S", "O", "O", "C", "F", "F", "C", "F", "F", "C", "F", "F", "C", "F", "F", "F", "H", "H", "H", "H", "H", "H", "H", "H", "H", "H", "H", "Cl", "C", "C", "Cl", "H", "H", "H", "H", "Cl", "C", "C", "Cl", "H", "H", "H", "H", "Cl", "C", "C", "Cl", "H", "H", "H", "H", "Cl", "C", "C", "Cl", "H", "H", "H", "H", "Cl", "C", "C", "Cl", "H", "H", "H", "H", "Cl", "C", "C", "Cl", "H", "H", "H", "H", "Cl", "C", "C", "Cl", "H", "H", "H", "H", "Cl", "C", "C", "Cl", "H", "H", "H", "H"], "positions_angstrom": [[-2.061980, 2.906516, 2.676415], [-0.882225, 2.817523, 1.696381], [-0.810314, 1.459535, 0.973804], [-1.006422, 0.303109, 1.867153], [0.100183, -0.509238, 2.141282], [-0.421660, -1.762434, 2.894348], [-1.096082, -1.501911, 4.216414], [-1.924557, -0.697881, 4.463817], [-0.702725, -2.367029, 5.167625], [0.880576, -0.990522, 1.029101], [0.229467, -1.601833, 0.025477], [0.844738, -2.294884, -0.746610], [1.291192, 0.298967, 3.330861], [1.917595, -0.698755, 4.162213], [0.545734, 1.299759, 4.031321], [2.700607, 1.070417, 2.393131], [2.154481, 2.025467, 1.596861], [3.289239, 0.191735, 1.558170], [3.747443, 1.784147, 3.324731], [3.268235, 2.016898, 4.561639], [4.004650, 3.001814, 2.781798], [5.133827, 1.081818, 3.439780], [5.767991, 1.031111, 2.251647], [5.882409, 1.901574, 4.233728], [5.174230, -0.306751, 4.133775], [4.609048, -0.303311, 5.338551], [4.644572, -1.275069, 3.374259], [6.483598, -0.604489, 4.304802], [-2.374416, 1.936717, 3.062300], [-1.753783, 3.494521, 3.542937], [-2.923871, 3.426217, 2.255975], [-1.066744, 3.545093, 0.902031], [0.038736, 3.065384, 2.213319], [0.056463, 1.372220, 0.310093], [-1.676879, 1.462278, 0.301720], [-1.817598, -0.219366, 1.550702], [0.422770, -2.437887, 2.982422], [-1.176841, -2.278639, 2.249690], [-0.844907, -1.455252, -0.128701], [6.593129, 7.258403, 2.612159], [7.142566, 5.614828, 3.030220], [6.443961, 5.071593, 4.249335], [6.913229, 5.935740, 5.736905], [8.219855, 5.647158, 3.171500], [6.924851, 4.979861, 2.172523], [6.714743, 4.030042, 4.390911], [5.363214, 5.136223, 4.150517], [7.366540, -1.767379, -0.071408], [5.918682, -2.490528, 0.677507], [5.965916, -3.996098, 0.673444], [5.825825, -4.673302, -0.970283], [5.045226, -2.118026, 0.146942], [5.880071, -2.130105, 1.699594], [5.129523, -4.388078, 1.250148], [6.889817, -4.365703, 1.110867], [-4.955574, 2.109669, -0.040985], [-5.763434, 0.600957, 0.451314], [-4.873438, -0.249087, 1.318055], [-3.487635, -0.907249, 0.392071], [-6.072074, 0.091497, -0.456895], [-6.654451, 0.880199, 1.011366], [-5.421996, -1.103473, 1.709761], [-4.477728, 0.320269, 2.156686], [0.777331, 2.585917, -4.489116], [1.490330, 0.979458, -4.212448], [0.836751, 0.326587, -3.019765], [1.291175, 1.216608, -1.521660], [2.560480, 1.090937, -4.057458], [1.336214, 0.391525, -5.115841], [1.174867, -0.701870, -2.902717], [-0.246838, 0.317908, -3.109761], [-4.185129, 4.496443, -5.544507], [-2.864041, 3.674087, -6.413575], [-2.914913, 2.179579, -6.232957], [-2.534703, 1.694325, -4.562048], [-1.921073, 4.084193, -6.061033], [-2.975730, 3.918979, -7.468626], [-2.175308, 1.704748, -6.876415], [-3.894622, 1.780256, -6.484601], [-2.311523, -3.905614, -3.197985], [-3.792417, -3.806283, -4.166849], [-3.556567, -3.066982, -5.454112], [-3.243888, -1.319910, -5.210116], [-4.565913, -3.332043, -3.565837], [-4.101904, -4.827497, -4.384939], [-4.441634, -3.138146, -6.084432], [-2.712504, -3.483127, -5.998406], [-1.313973, -4.414982, 2.021859], [-0.211200, -5.500612, 1.122990], [-0.642473, -6.941658, 1.198300], [-0.462522, -7.610507, 2.839039], [0.789912, -5.361567, 1.523851], [-0.216570, -5.165237, 0.086862], [-0.018705, -7.541826, 0.537922], [-1.680127, -7.061985, 0.897763], [-7.693137, 2.664695, -3.700151], [-6.576833, 1.585512, -4.571797], [-6.977788, 0.137506, -4.447417], [-6.765138, -0.469194, -2.782789], [-5.574032, 1.755539, -4.185838], [-6.599606, 1.881252, -5.619684], [-6.348218, -0.474448, -5.092008], [-8.015627, -0.017548, -4.730913]], "forces_ev_per_a": [[0.2, 0.4, 0.3], [-0.5, -0.3, -0.2], [-0.7, 0.6, 0.1], [1.2, 0.6, -0.8], [-2.0, -0.8, 0.1], [0.3, 0.2, -0.3], [-0.2, 0.2, 0.2], [-0.1, -0.1, -0.1], [0.2, -0.2, -0.1], [0.0, 0.2, 0.4], [0.9, -0.9, -1.2], [-0.3, 0.4, 0.4], [-0.2, -0.1, 1.8], [0.1, -0.3, -0.9], [0.2, 0.3, -0.8], [-0.5, 0.7, -1.2], [0.1, -0.3, 0.4], [0.0, 0.1, 0.7], [0.3, 0.6, -0.1], [0.0, -0.5, -0.4], [0.0, -0.5, 0.0], [0.5, 0.5, 0.5], [-0.6, -0.3, 0.3], [-0.4, -0.3, -0.1], [1.0, -0.7, 0.3], [0.0, 0.2, -0.6], [-0.1, 0.5, 0.4], [-0.5, 0.1, -0.2], [0.1, -0.1, -0.1], [-0.1, 0.0, 0.0], [0.0, -0.2, -0.2], [0.4, 0.2, 0.1], [0.1, 0.0, -0.1], [-0.3, 0.0, 0.7], [0.1, -0.2, 0.0], [0.3, -0.1, 0.6], [-0.1, -0.2, 0.3], [0.7, 1.0, 0.5], [-0.1, 0.4, 0.6], [0.0, 0.0, 0.0], [0.0, -0.1, -0.1], [0.0, 0.0, 0.0], [0.0, 0.0, 0.0], [0.0, 0.1, 0.0], [-0.1, 0.0, 0.0], [0.1, 0.0, 0.0], [0.0, 0.1, 0.0], [0.0, 0.0, 0.0], [-0.1, 0.0, 0.0], [0.0, 0.0, 0.1], [0.0, 0.0, 0.0], [0.0, 0.0, -0.1], [0.1, -0.1, 0.0], [0.0, 0.0, 0.0], [0.0, 0.0, -0.1], [0.0, 0.0, 0.0], [-0.1, 0.1, 0.0], [-0.1, 0.1, 0.2], [-0.3, -0.2, -0.2], [0.1, 0.0, 0.1], [0.0, 0.0, 0.1], [0.0, 0.0, -0.1], [0.1, 0.0, -0.1], [0.2, 0.2, -0.2], [-0.1, -0.2, 0.0], [0.2, -0.1, 0.0], [0.2, -0.3, -0.7], [0.0, 0.1, 0.0], [-0.1, 0.0, 0.1], [0.1, 0.0, 0.1], [0.0, 0.2, 0.1], [0.0, 0.0, 0.0], [0.0, 0.1, -0.1], [0.1, -0.1, -0.1], [-0.2, 0.1, 0.1], [0.0, 0.0, 0.1], [0.0, 0.0, 0.0], [0.0, 0.0, 0.0], [0.0, 0.0, 0.1], [0.2, 0.0, 0.2], [-0.2, 0.0, 0.0], [-0.1, 0.1, -0.3], [0.0, -0.3, 0.1], [0.1, 0.1, 0.0], [0.0, 0.0, 0.0], [0.0, 0.0, 0.0], [0.0, 0.0, 0.0], [-0.2, -1.1, -0.3], [0.1, 0.0, -0.2], [0.0, -0.1, 0.0], [0.0, 0.0, 0.0], [0.0, 0.0, 0.1], [-0.1, 0.0, 0.0], [0.0, 0.0, 0.0], [0.0, 0.0, 0.1], [0.0, 0.0, 0.0], [0.1, 0.0, 0.0], [0.0, 0.0, -0.2], [0.0, -0.1, -0.1], [0.0, 0.0, 0.1], [0.0, 0.0, 0.0], [0.1, 0.0, 0.1], [0.0, 0.0, 0.1]]}

{"formula": "C4H6N2O", "method": "ωB97M-V/def2-TZVPD", "max_force_ev_per_a": 6.95, "spin_multiplicity": 1, "energy_ev": -9266.3668, "gap_ev": 9.2025, "de_lowest_kj_mol": 688.4, "smiles": "C1=NO[C@@H]2C[C@H]2N1", "symbols": ["C", "C", "C", "C", "H", "H", "H", "H", "H", "H", "N", "N", "O"], "positions_angstrom": [[1.989455, 0.016862, 0.000314], [0.700485, 0.588697, 0.471894], [-1.422715, 0.640348, -0.006917], [0.688832, -0.640506, -0.324182], [2.504016, 0.369429, -0.893206], [2.604623, -0.397804, 0.770317], [0.873217, 0.397201, 1.508929], [-0.117064, 2.543762, -0.084718], [-2.452936, 1.181573, 0.007869], [0.530069, -0.294892, -1.396305], [-0.301269, 1.358846, -0.248960], [-1.595461, -0.698632, 0.140518], [-0.300144, -1.506647, -0.000056]], "forces_ev_per_a": [[1.3, -0.9, -1.3], [1.0, 0.3, -1.6], [-4.3, -2.3, 0.1], [-0.6, 1.2, -2.9], [0.1, -0.2, 0.3], [0.4, 0.3, 0.5], [-1.9, 0.7, 1.1], [-2.0, -4.5, -0.5], [2.0, -1.0, 0.0], [0.0, -0.8, 1.1], [3.4, 5.5, 2.6], [2.3, 2.8, -0.7], [-1.7, -1.0, 1.4]]}